[1]
Entry from the Open Molecules 2025 dataset: a molecular structure, C19H14IN2O6Ti (ωB97M-V with the def2-TZVPD basis set).

Calculated values
Lowest unoccupied orbital energy (alpha / beta) ... 2.573 / 2.573 eV
E_HOMO (alpha / beta) ... -3.6008 / -3.6140 eV
DFT total energy ... -2440.79443 Ha
Charge ... -1
Energy above the lowest of the compared OMol25 structures with the same formula, charge and spin ... 0.00 kJ/mol
Orbital gap (alpha / beta) ... 6.174 / 6.187 eV

Atoms and positions in Å:
Ti (0.339, -0.828, 0.381)
O (-3.685, -0.725, 1.501)
C (-2.329, -0.552, 1.466)
O (-1.666, -1.089, 0.485)
C (-1.613, 0.133, 2.391)
C (-2.003, 0.790, 3.609)
C (-1.064, 1.326, 4.415)
C (0.339, 1.215, 4.059)
C (0.665, 0.624, 2.895)
N (-0.257, 0.115, 2.013)
C (2.053, 0.365, 2.392)
O (3.063, 0.691, 2.977)
O (2.016, -0.297, 1.253)
H (-3.900, -1.200, 0.689)
H (-3.055, 0.830, 3.859)
H (-1.348, 1.821, 5.335)
H (1.128, 1.586, 4.698)
N (0.670, -2.751, 1.627)
C (-0.116, -3.816, 0.999)
C (-0.175, -3.585, -0.515)
O (-0.521, -4.489, -1.249)
O (0.142, -2.381, -0.868)
H (1.667, -2.930, 1.561)
H (0.444, -2.620, 2.605)
H (-1.141, -3.749, 1.367)
H (0.259, -4.820, 1.197)
I (3.018, -1.115, -1.762)
C (1.937, 0.227, -2.947)
C (2.426, 0.411, -4.211)
C (1.850, 1.370, -5.065)
C (0.823, 2.137, -4.606)
C (0.305, 1.959, -3.300)
C (-0.745, 2.800, -2.857)
C (-1.261, 2.645, -1.610)
C (-0.778, 1.613, -0.775)
C (0.235, 0.746, -1.132)
C (0.826, 0.956, -2.426)
H (3.271, -0.172, -4.552)
H (2.242, 1.502, -6.065)
H (0.380, 2.902, -5.233)
H (-1.116, 3.564, -3.532)
H (-2.059, 3.290, -1.258)
H (-1.268, 1.503, 0.188)

Here are the Löwdin charges for atoms 1 to 8, given in e:
1. Ti 0.99
2. O 0.08
3. C -0.46
4. O -0.11
5. C -0.21
6. C -0.03
7. C -0.09
8. C -0.02

***

[2]
Entry from the Open Molecules 2025 dataset: a molecular structure, C19H14N5O6SV (ωB97M-V with the def2-TZVPD basis set).

Calculated values
Spin multiplicity ... 4
Lowest unoccupied orbital energy (alpha / beta) ... 2.098 / 2.032 eV
E_HOMO (alpha / beta) ... -3.6220 / -4.8461 eV
DFT total energy ... -2800.04634 Ha
Charge ... -1
Energy above the lowest of the compared OMol25 structures with the same formula, charge and spin ... 2.02 kJ/mol
Orbital gap (alpha / beta) ... 5.720 / 6.878 eV

Atoms and positions in Å:
V (1.879, -0.152, 0.955)
N (-3.954, -0.089, -3.927)
C (-2.670, 0.148, -3.430)
C (-1.548, -0.125, -4.217)
C (-0.276, 0.064, -3.712)
C (-0.109, 0.527, -2.415)
C (-1.211, 0.804, -1.627)
C (-2.488, 0.614, -2.129)
S (1.527, 0.754, -1.790)
O (2.350, 1.239, -2.868)
O (1.405, 1.637, -0.619)
N (1.924, -0.678, -1.241)
C (3.285, -0.937, -1.178)
N (3.772, -0.745, 0.063)
C (5.052, -0.986, 0.294)
C (5.875, -1.426, -0.728)
C (5.284, -1.600, -1.969)
N (3.998, -1.368, -2.214)
H (-4.031, -0.057, -4.930)
H (-4.683, 0.438, -3.475)
H (-1.681, -0.490, -5.229)
H (0.598, -0.139, -4.318)
H (-1.060, 1.179, -0.623)
H (-3.351, 0.826, -1.509)
H (5.399, -0.821, 1.307)
H (6.924, -1.629, -0.566)
H (5.871, -1.945, -2.815)
O (3.525, -0.288, 4.622)
C (2.951, -0.441, 3.559)
O (2.751, 0.473, 2.665)
C (2.371, -1.855, 3.158)
O (2.472, -2.802, 3.917)
O (1.848, -1.882, 1.975)
N (0.012, 0.256, 1.592)
C (-1.056, 0.480, 1.954)
C (-2.394, 0.728, 2.384)
C (-3.085, -0.254, 3.096)
C (-4.386, -0.012, 3.501)
C (-5.000, 1.197, 3.202)
C (-4.310, 2.173, 2.495)
C (-3.008, 1.946, 2.084)
H (-2.592, -1.189, 3.323)
H (-4.923, -0.771, 4.054)
H (-6.017, 1.381, 3.524)
H (-4.786, 3.117, 2.266)
H (-2.456, 2.699, 1.538)

Here are the Löwdin charges for atoms 1 to 8, given in e:
1. V 0.80
2. N 0.08
3. C -0.33
4. C -0.03
5. C -0.05
6. C -0.28
7. C -0.05
8. C -0.03